{"formula": "C41H73F3O25S8", "method": "wB97M-V/def2-TZVPD", "elements": ["O", "C", "O", "C", "C", "F", "O", "H", "H", "H", "O", "C", "O", "C", "C", "F", "O", "H", "H", "H", "O", "C", "O", "C", "C", "F", "O", "H", "H", "H", "O", "S", "O", "C", "C", "C", "C", "H", "H", "H", "H", "H", "H", "H", "H", "O", "S", "O", "C", "C", "C", "C", "H", "H", "H", "H", "H", "H", "H", "H", "O", "S", "O", "C", "C", "C", "C", "H", "H", "H", "H", "H", "H", "H", "H", "O", "S", "O", "C", "C", "C", "C", "H", "H", "H", "H", "H", "H", "H", "H", "O", "S", "O", "C", "C", "C", "C", "H", "H", "H", "H", "H", "H", "H", "H", "O", "S", "O", "C", "C", "C", "C", "H", "H", "H", "H", "H", "H", "H", "H", "O", "S", "O", "C", "C", "C", "C", "H", "H", "H", "H", "H", "H", "H", "H", "O", "S", "O", "C", "C", "C", "C", "H", "H", "H", "H", "H", "H", "H", "H"], "xyz": [[-6.933, 5.793, 0.213], [-6.090, 5.216, 0.834], [-4.821, 5.059, 0.484], [-4.194, 4.119, 1.380], [-5.154, 4.233, 2.597], [-4.663, 5.192, 3.458], [-6.346, 4.691, 2.052], [-4.270, 3.131, 0.924], [-3.167, 4.397, 1.577], [-5.223, 3.292, 3.139], [-0.203, -3.442, 0.037], [-0.963, -4.356, 0.116], [-2.273, -4.274, -0.194], [-2.882, -5.497, 0.079], [-1.841, -6.399, 0.786], [-1.627, -7.517, 0.055], [-0.704, -5.545, 0.677], [-3.861, -5.574, 0.549], [-3.006, -5.948, -0.912], [-1.994, -6.717, 1.817], [-5.346, 0.322, 0.285], [-5.046, -0.611, 0.946], [-5.350, -0.716, 2.258], [-4.492, -1.695, 2.850], [-4.094, -2.547, 1.634], [-5.031, -3.534, 1.374], [-4.221, -1.660, 0.580], [-3.584, -1.247, 3.254], [-4.947, -2.268, 3.655], [-3.178, -3.116, 1.784], [-3.498, 1.360, -6.214], [-2.267, 1.519, -5.468], [-2.301, 1.517, -4.030], [-1.094, 0.230, -6.069], [0.024, 0.949, -6.836], [0.121, 2.367, -6.223], [-1.291, 2.928, -6.142], [-1.531, -0.555, -6.679], [-0.763, -0.205, -5.124], [0.961, 0.400, -6.736], [-0.182, 1.024, -7.903], [0.623, 3.055, -6.907], [0.610, 2.407, -5.251], [-1.699, 3.266, -7.094], [-1.396, 3.790, -5.484], [6.373, 4.498, -0.483], [5.756, 3.515, -1.342], [4.473, 3.728, -1.992], [6.933, 3.063, -2.719], [7.418, 1.621, -2.386], [6.196, 0.986, -1.747], [5.792, 1.848, -0.587], [7.741, 3.789, -2.665], [6.431, 3.019, -3.681], [7.739, 1.077, -3.274], [8.264, 1.568, -1.700], [6.416, 0.026, -1.266], [5.352, 0.780, -2.406], [6.439, 1.812, 0.290], [4.810, 1.634, -0.162], [0.953, -1.703, 3.386], [0.065, -2.749, 3.861], [-1.353, -2.746, 3.468], [0.778, -4.391, 3.650], [0.319, -5.190, 4.881], [0.253, -4.294, 6.124], [0.009, -2.861, 5.734], [1.845, -4.168, 3.608], [0.481, -4.902, 2.737], [-0.711, -5.460, 4.631], [0.889, -6.111, 4.978], [1.201, -4.381, 6.668], [-0.350, -4.681, 6.948], [0.786, -2.189, 6.094], [-0.959, -2.484, 6.057], [-0.704, 8.352, -1.375], [-0.996, 6.967, -1.755], [-2.204, 6.615, -2.486], [0.481, 6.383, -2.765], [1.163, 5.311, -1.908], [0.090, 4.702, -0.992], [-0.678, 5.847, -0.340], [1.124, 7.245, -2.918], [0.096, 5.950, -3.685], [1.474, 4.500, -2.569], [2.051, 5.655, -1.381], [0.635, 4.111, -0.257], [-0.580, 4.080, -1.586], [-0.046, 6.341, 0.396], [-1.624, 5.549, 0.107], [-2.077, 2.985, 3.317], [-2.557, 1.963, 4.220], [-3.834, 1.306, 3.971], [-1.237, 0.721, 4.553], [-1.097, 0.557, 6.047], [-1.425, 1.905, 6.747], [-2.542, 2.625, 5.964], [-0.291, 1.106, 4.157], [-1.351, -0.139, 3.892], [-1.857, -0.170, 6.354], [-0.118, 0.220, 6.379], [-0.460, 2.398, 6.611], [-1.781, 1.771, 7.762], [-2.591, 3.712, 5.937], [-3.422, 2.330, 6.539], [-1.967, 0.209, 1.389], [-1.346, 0.933, 0.303], [-1.834, 2.233, -0.131], [0.421, 1.204, 0.632], [1.098, 1.082, -0.737], [0.390, -0.113, -1.385], [-1.119, -0.140, -1.189], [0.688, 0.460, 1.386], [0.536, 2.190, 1.079], [0.974, 2.063, -1.198], [2.175, 0.988, -0.590], [0.925, -1.001, -1.039], [0.666, -0.095, -2.445], [-1.598, -1.111, -1.084], [-1.614, 0.320, -2.045], [-2.720, -1.982, -3.428], [-2.202, -3.290, -3.751], [-2.692, -4.448, -3.011], [-2.109, -3.541, -5.581], [-0.749, -4.203, -5.728], [0.232, -3.273, -5.039], [-0.318, -3.212, -3.622], [-2.192, -2.536, -5.990], [-3.036, -4.094, -5.731], [-0.835, -5.167, -5.223], [-0.454, -4.381, -6.762], [0.232, -2.296, -5.523], [1.241, -3.674, -5.132], [-0.143, -2.349, -2.977], [0.053, -4.008, -2.973], [5.005, -3.700, -0.195], [4.121, -3.606, 0.956], [2.912, -4.420, 1.052], [5.151, -3.751, 2.403], [6.016, -2.462, 2.309], [5.135, -1.277, 1.748], [3.772, -1.863, 1.298], [5.603, -4.735, 2.275], [4.513, -3.787, 3.285], [6.524, -2.310, 3.261], [6.856, -2.601, 1.629], [5.635, -0.811, 0.903], [4.960, -0.502, 2.492], [3.361, -1.545, 0.337], [2.943, -1.786, 2.001]], "atomic_forces_ev_per_a": [[0.5275, -0.3321, 0.0553], [-1.1042, 1.2830, -0.8033], [0.5194, -0.1969, -0.2626], [-1.3353, 0.1082, 0.2396], [1.5993, -0.4769, -0.5885], [-0.1098, 0.1231, 0.2956], [0.2918, -0.7897, 0.7656], [0.2313, -0.0542, 0.1029], [-0.0946, 0.0411, 0.1032], [-0.5182, 0.1484, 0.0572], [0.1671, -0.4387, -0.3872], [-0.9821, 1.0112, 0.6221], [0.2347, 0.7513, 0.8168], [-0.5179, -2.7499, -1.1646], [0.1360, 1.8071, -1.0449], [0.1505, -0.3209, -0.0490], [0.9333, -1.1706, 0.7929], [0.1105, 1.2272, 0.2694], [-0.2180, -0.2365, 0.1400], [0.0160, 0.2632, -0.0053], [-0.1211, -0.4951, -0.6082], [0.9083, 0.4079, 1.0318], [0.1008, -0.4862, 0.4152], [0.5150, -0.4881, -0.6465], [-1.0368, 0.1033, 0.9471], [-0.5030, -0.5520, 0.3061], [0.3796, 0.4096, -0.4451], [-0.0797, 0.3568, -0.1430], [-0.5022, 0.0830, -0.2602], [0.4141, 0.8694, -0.6043], [0.4040, 0.3079, 0.3690], [-0.6595, -0.4213, -1.7377], [0.4740, 0.1942, -0.1741], [0.3649, 0.2453, 0.3898], [0.0887, 0.3602, 0.8918], [-0.1362, 0.6091, -1.0322], [-0.4996, -0.2334, 0.9950], [-0.6094, 0.2784, 0.1294], [0.2879, -0.0702, -0.1010], [0.0531, 0.0551, 0.0131], [-0.2541, -0.0147, 0.0338], [0.5399, -0.2236, 0.1581], [0.0180, -0.2252, 0.0067], [-0.0743, -0.5752, -0.1622], [0.0382, -0.2259, 0.3126], [-0.4919, -0.2563, -0.1805], [0.6867, -0.5519, -1.2907], [0.3475, 0.0232, 0.8293], [0.6948, -0.6883, 1.0885], [-0.5458, 0.3645, -0.3191], [0.1709, -1.6945, 1.1845], [-1.0275, 1.1063, 0.4304], [-0.1300, 0.1421, -0.2835], [-0.2494, 0.4843, 0.1321], [-0.1298, 0.1480, -0.1425], [-0.0891, 0.3520, 0.1488], [0.2448, -0.2094, -0.4926], [0.1189, 0.3797, -0.2687], [0.5467, 0.2493, -0.3972], [-0.2164, 0.1068, -0.4242], [-0.3488, -0.4932, 0.2898], [-1.7640, -0.4593, 0.8166], [1.4387, -0.0294, -0.0122], [0.4482, 0.2073, 0.4816], [-1.1288, 0.3524, -0.6815], [1.6922, -0.9230, 0.9337], [0.1833, 0.8273, -0.7022], [0.0848, -0.2979, 0.0433], [-0.0371, 0.4723, -0.2275], [-0.0056, -0.3364, 0.0980], [0.0871, 0.0987, 0.2314], [0.4053, 0.3569, -0.5199], [-0.9219, 0.0969, -0.6261], [-0.0220, 0.0044, 0.0181], [-0.0487, 0.0710, -0.3116], [-0.7114, -1.2898, -0.1554], [1.3604, 0.8176, -0.7557], [0.7649, 0.2012, 0.8937], [-0.4183, 0.0080, 1.1041], [-0.5434, -0.5211, -0.7984], [0.5292, 0.3719, 0.1671], [-0.1213, -0.2691, -0.4954], [-0.2461, 0.1057, -0.2420], [-0.0897, 0.2535, -0.0600], [0.3853, 0.1010, 0.0215], [-0.1647, 0.1902, 0.1325], [-0.4797, -0.2238, 0.1792], [-0.0458, -0.1567, 0.1977], [-0.1342, 0.3659, -0.1309], [-0.0646, 0.0612, -0.1108], [-0.1327, -0.3847, 0.2477], [-0.0696, -0.3995, 1.2888], [1.0184, 0.4600, 0.1323], [1.0222, 0.6978, -1.0456], [-1.9231, -0.5365, 0.5199], [0.7687, 0.2714, -1.8411], [-0.3845, -0.7839, 0.2303], [-0.2215, 0.6575, -0.0337], [-0.6996, -0.2539, 0.4518], [0.1977, -0.2071, 0.2006], [0.0123, -0.1419, -0.2373], [-0.2217, 0.7142, 0.8311], [0.6268, 0.0707, 0.1932], [0.6064, 0.0103, -0.1525], [-0.5640, -0.1381, -0.8920], [0.0039, 0.2083, -0.0236], [0.3302, 0.6330, -0.9509], [-0.1794, -0.8217, 0.3311], [-0.2774, -0.1402, 0.4716], [-0.7223, 0.5359, 1.4541], [1.6551, -0.4234, -1.3314], [0.0644, 0.7596, 0.3002], [0.2555, -0.2121, -0.2538], [-0.2760, 0.0179, 0.0184], [-0.2847, -0.2861, -0.5677], [0.0036, -0.4756, -0.2412], [-0.5127, -0.2003, 0.4063], [-0.4158, -0.0144, -0.1569], [0.3051, -0.0789, 0.5009], [-0.1233, 0.4217, 0.2816], [-0.0986, -0.3187, -0.2888], [2.0066, 0.0773, 0.5131], [0.2347, 0.5923, -1.1368], [-0.9912, -0.0022, 1.4627], [-0.6566, -0.1117, -0.8658], [-0.1806, -0.1746, 0.4143], [-0.4749, 0.1913, 1.3238], [0.0432, -0.0619, -0.1447], [0.2834, -0.2890, -0.6654], [0.4030, -0.0820, -0.0127], [-0.2529, -0.0126, -0.0617], [-0.0829, 0.0187, -0.0032], [0.0481, 0.0414, 0.4076], [0.0637, 0.4258, -0.5771], [-0.2895, -0.4733, -0.3811], [-0.6848, 0.0896, 0.5061], [-0.8668, 0.0293, 0.6078], [1.1672, 0.6181, -0.2012], [0.1063, 0.0856, -0.6148], [0.2102, -0.5441, -0.0946], [-0.5088, -0.5927, 0.2694], [0.0402, -0.4374, -0.9616], [0.5945, 0.2511, 0.2202], [-0.0790, 0.1651, -0.0239], [-0.4607, 0.4838, 0.1838], [-0.2211, -0.3161, -0.2241], [0.0662, -0.0761, 0.0076], [0.0423, -0.0577, 0.0843], [0.2992, 0.5382, 0.0082], [0.2163, -0.2034, 0.2827]], "orbital_gap_ev": 9.2, "e_tot_ha": -6972.03368, "smiles": "O=C1OC[C@@H](F)O1.O=C1OC[C@@H](F)O1.O=C1OC[C@@H](F)O1.O=S1(=O)CCCC1.O=S1(=O)CCCC1.O=S1(=O)CCCC1.O=S1(=O)CCCC1.O=S1(=O)CCCC1.O=S1(=O)CCCC1.O=S1(=O)CCCC1.O=S1(=O)CCCC1", "max_force_ha_per_bohr": 0.0589}